No. 1
{
  "formula": "C16H31BF3N4O7S2",
  "method": "the ωB97M-V functional and the def2-TZVPD basis",
  "elements": ["H", "F", "O", "C", "C", "H", "N", "C", "H", "H", "C", "O", "H", "C", "H", "H", "C", "O", "C", "C", "H", "F", "C", "H", "H", "C", "H", "H", "O", "H", "H", "N", "H", "C", "H", "H", "S", "H", "H", "O", "C", "H", "C", "H", "H", "F", "H", "H", "C", "H", "H", "C", "H", "H", "S", "C", "H", "O", "O", "N", "H", "B", "H", "N"],
  "positions_angstrom": [[-2.818, 5.160, 1.526], [1.888, -1.760, 2.672], [0.815, -4.061, -4.585], [0.791, -1.877, 1.783], [-2.974, -0.183, 4.073], [3.540, -5.746, -3.194], [1.308, -3.595, 0.006], [2.829, -4.843, -3.215], [-3.925, 2.974, 4.737], [-2.670, 2.845, 0.074], [-1.959, 4.562, 1.217], [-4.587, 0.782, 2.228], [-2.002, -0.479, 3.679], [1.968, -3.666, -1.269], [1.104, 5.082, -0.174], [3.376, -3.720, -5.584], [-2.238, 3.831, -0.097], [-0.266, 2.257, -0.909], [2.752, 0.886, -3.309], [1.906, -4.997, -4.507], [-2.818, -0.551, 6.212], [0.102, -0.678, 1.734], [2.866, -4.721, -5.787], [3.000, -0.215, -3.471], [-0.324, 5.813, 1.950], [-0.714, 5.426, 1.006], [-4.187, 1.620, 6.695], [1.471, -6.033, -4.667], [1.416, 1.034, -1.113], [0.826, 1.917, -2.929], [1.699, -5.655, -1.448], [1.331, -2.307, 0.497], [1.156, -3.142, -4.603], [1.340, 0.960, -2.562], [-3.692, -0.996, 3.951], [0.878, -4.369, 0.534], [-0.657, 3.652, -0.917], [2.624, 1.348, -4.354], [0.713, 3.789, 0.999], [-2.467, 2.049, 2.777], [-4.404, 2.009, 4.564], [2.299, -4.753, -6.769], [0.300, 4.528, 0.308], [-1.766, 3.833, 2.010], [4.218, -0.183, -0.320], [-0.022, -2.891, 2.309], [3.595, 1.439, -2.787], [-5.459, 2.154, 4.331], [-4.213, 1.066, 5.755], [3.493, -3.926, -3.360], [-2.057, 0.949, 5.666], [-2.917, 0.288, 5.521], [0.676, 0.087, -2.883], [-0.960, 6.280, 0.367], [-3.591, 1.229, 3.173], [1.988, -1.557, -0.535], [-5.053, 0.367, 5.809], [3.548, 0.489, -0.058], [-0.675, 4.436, -2.132], [2.416, -2.343, -1.646], [3.697, -5.515, -5.737], [2.284, 0.045, -0.575], [-2.891, 4.415, -0.748], [2.096, -4.837, -1.921]],
  "mulliken_charge": [0.418, -0.254, -0.512, 0.810, -0.308, 0.348, -0.288, -0.763, 0.343, 0.308, -0.185, -0.736, -0.062, 0.277, 0.457, 0.305, -0.744, -0.541, -0.900, 0.161, 0.378, -0.129, -1.089, 0.145, 0.370, -0.777, 0.330, 0.332, -0.289, 0.281, 0.265, 0.436, 0.350, -0.140, 0.363, 0.246, 1.168, 0.377, 0.310, -0.654, -0.660, 0.304, -0.691, 0.053, 0.339, -0.267, 0.267, 0.371, -0.645, 0.374, 0.273, -0.578, 0.182, 0.320, 1.194, -0.250, 0.292, -0.556, -0.738, -0.101, 0.319, 0.493, 0.361, -0.067],
  "e_homo_ha": -0.4296,
  "total_charge": 1,
  "gap_ev": 7.83,
  "lumo_energy_ev": -3.856,
  "fmax_ev_per_a": 5.70
}

No. 2
{
  "formula": "C16H31CaF3O3P2S",
  "method": "the ωB97M-V functional and the def2-TZVPD basis",
  "elements": ["H", "H", "H", "H", "C", "H", "H", "H", "O", "H", "C", "P", "H", "H", "H", "C", "C", "C", "F", "H", "O", "H", "H", "H", "H", "F", "H", "H", "H", "C", "P", "H", "H", "C", "H", "S", "O", "C", "H", "C", "H", "C", "H", "H", "H", "C", "H", "F", "H", "H", "C", "C", "C", "H", "C", "C", "Ca"],
  "positions_angstrom": [[-4.713, -3.151, -1.564], [-1.285, -4.926, -1.818], [-3.285, -4.364, 0.320], [-4.295, -1.001, -0.927], [-0.695, -2.932, 0.992], [1.455, 5.424, -1.010], [2.799, -0.261, -3.474], [2.402, -0.412, 3.300], [1.607, 4.039, 2.889], [2.795, 2.835, -2.411], [2.026, 4.719, -0.390], [1.385, 3.013, -0.494], [1.337, 3.786, -2.873], [-0.014, -0.741, -3.319], [-2.398, -0.370, 0.587], [2.578, -0.717, -2.505], [1.016, 2.436, 4.864], [-3.023, -4.256, -0.731], [-0.216, 2.977, 5.032], [-1.002, 2.338, -0.463], [2.808, 1.872, 2.941], [2.215, -1.732, -2.669], [2.023, 4.998, 0.666], [3.054, 4.681, -0.773], [3.506, -0.762, -1.928], [1.918, 3.147, 5.584], [-3.472, -5.129, -1.234], [-0.701, 3.889, 0.343], [-1.069, -0.128, -1.994], [1.688, 2.891, -2.334], [1.307, 0.221, -1.537], [0.045, -2.120, 1.074], [-0.187, -1.655, -1.767], [-2.675, -1.408, 0.374], [0.706, -1.088, 3.320], [1.526, 2.603, 3.090], [0.494, 1.878, 2.298], [-0.143, -0.662, -2.236], [-0.078, 1.742, -2.883], [-2.094, -2.380, 1.361], [1.396, 1.255, -3.789], [-3.544, -1.723, -0.605], [0.468, -3.874, -0.602], [-2.801, -3.213, 1.559], [-3.169, -2.926, -2.388], [-0.565, -3.668, -0.302], [2.067, -2.097, 2.644], [0.992, 1.159, 5.312], [-0.439, -3.653, 1.788], [-0.790, 3.805, -1.455], [1.021, 1.617, -2.819], [-1.551, -4.317, -0.949], [-3.636, -2.996, -1.392], [-1.975, -1.788, 2.295], [-0.448, 3.286, -0.543], [1.676, -1.078, 2.803], [1.954, 0.917, 0.744]],
  "mulliken_charge": [0.417, 0.331, 0.335, 0.390, 0.538, 0.390, 0.391, 0.463, -0.611, 0.345, -1.355, 0.373, 0.456, 0.523, 0.447, -1.349, 0.477, -1.013, -0.202, 0.142, -0.753, 0.377, 0.318, 0.395, 0.333, -0.204, 0.374, 0.405, 0.365, -0.916, 0.758, -0.343, 0.112, 0.006, 0.139, 1.194, -0.582, -1.341, 0.345, -1.003, 0.660, -0.845, 0.437, 0.360, 0.260, -0.719, 0.247, -0.172, 0.360, 0.411, -1.173, -0.319, -0.484, 0.443, -1.006, -1.314, 1.386],
  "e_homo_ha": -0.2142,
  "total_charge": 0,
  "e_above_lowest_kj_mol": 63.6,
  "gap_ev": 5.24,
  "lumo_energy_ev": -0.585,
  "fmax_ev_per_a": 7.21
}

No. 3
{
  "formula": "C16H31CoF3O3P2S",
  "method": "the ωB97M-V functional and the def2-TZVPD basis",
  "elements": ["C", "C", "H", "H", "C", "H", "O", "H", "H", "F", "S", "H", "C", "H", "H", "H", "C", "Co", "P", "H", "H", "H", "H", "H", "H", "H", "C", "H", "H", "H", "O", "C", "H", "H", "C", "H", "C", "H", "H", "P", "F", "C", "O", "C", "F", "H", "C", "H", "H", "H", "C", "C", "C", "H", "H", "H", "C"],
  "positions_angstrom": [[-2.021, -0.073, -2.378], [4.475, -1.064, -4.085], [2.429, -0.180, -2.620], [3.020, -3.457, -1.270], [1.680, 0.368, -5.253], [6.458, -2.760, -2.559], [-1.193, -1.945, 0.110], [-1.583, 0.522, -3.184], [1.516, -0.637, -4.838], [-1.179, -1.053, 3.114], [-0.147, -1.030, 0.634], [6.399, 0.567, -0.832], [4.453, -0.461, -0.724], [2.095, 0.268, -6.271], [4.621, -1.180, 0.091], [2.161, 3.299, -5.464], [2.423, 0.642, -1.865], [-0.536, -1.515, -1.925], [4.225, -1.668, -2.317], [5.475, -1.466, -4.375], [1.348, 0.809, -1.755], [2.777, 0.707, 0.254], [4.420, 3.766, -0.113], [2.675, -3.397, -3.003], [2.133, 2.699, -2.383], [3.731, -1.608, -4.716], [-0.855, -0.122, 2.179], [-2.948, -0.562, -2.694], [5.992, -2.454, -0.890], [3.550, 3.654, -4.386], [1.044, -1.641, 1.198], [5.975, -2.044, -1.902], [4.341, 1.211, 1.135], [3.028, 2.646, -0.110], [2.980, 1.997, -2.479], [4.884, 3.092, -2.473], [3.462, -3.285, -2.253], [5.240, 0.990, -3.776], [0.724, 0.907, -5.308], [2.848, 1.320, -4.262], [0.033, 0.743, 2.733], [5.364, 0.607, -0.532], [0.085, 0.024, -0.401], [4.963, 1.697, 0.372], [-1.940, 0.568, 1.773], [5.798, 2.207, 0.876], [4.475, 0.466, -4.397], [4.738, 0.576, -5.470], [3.819, 2.796, -5.942], [4.224, -4.056, -2.439], [4.131, 2.571, -1.881], [3.127, 2.924, -5.095], [2.958, 0.042, -0.596], [-2.238, 0.574, -1.518], [6.585, -1.138, -1.901], [2.355, -0.838, -0.358], [4.085, 2.762, -0.419]],
  "mulliken_charge": [-0.938, -1.362, -0.188, 0.359, -1.058, 0.513, -0.685, 0.107, 0.284, -0.217, 1.222, 0.319, 0.153, 0.416, 0.622, 0.398, -0.108, 0.146, 1.338, 0.558, 0.265, 1.027, 0.567, 0.406, 0.831, 0.453, 0.511, 0.301, 0.490, 0.380, -0.677, -1.824, 0.292, 0.243, 0.180, 0.420, -1.435, 0.399, 0.429, 0.971, -0.215, -0.623, -0.531, -1.059, -0.209, 0.402, -0.926, 0.624, 0.391, 0.406, -0.804, -1.241, -1.578, 0.205, 0.403, -0.472, -0.884],
  "e_homo_ha": [-0.2036, -0.2150],
  "total_charge": 0,
  "e_above_lowest_kj_mol": 218.4,
  "multiplicity": 4,
  "gap_ev": [5.07, 5.43],
  "lumo_energy_ev": [-0.468, -0.426],
  "fmax_ev_per_a": 5.01
}

No. 4
{
  "formula": "C16H31FeNP2S",
  "method": "the ωB97M-V functional and the def2-TZVPD basis",
  "elements": ["H", "C", "N", "C", "H", "H", "H", "H", "H", "H", "C", "H", "C", "H", "C", "H", "H", "H", "H", "H", "H", "C", "H", "H", "C", "H", "H", "P", "C", "C", "C", "C", "C", "C", "C", "Fe", "C", "H", "C", "P", "H", "H", "S", "H", "H", "H", "H", "H", "H", "H", "H", "H"],
  "positions_angstrom": [[-1.698, 5.202, 3.171], [1.343, 4.112, 1.697], [0.075, -2.248, 2.034], [1.444, -3.008, -1.144], [-2.568, 1.857, 2.050], [0.002, 3.586, 0.011], [0.624, -6.027, 0.679], [-0.882, -4.611, -0.339], [-3.000, 4.042, 1.878], [1.823, -3.759, -0.411], [-0.507, 1.680, 1.769], [1.356, 1.074, 0.867], [-0.073, -1.704, 3.093], [-0.090, -3.320, -3.437], [0.252, 4.567, 2.631], [2.029, 3.548, 2.340], [-1.905, 4.219, 0.512], [1.432, -3.463, -2.136], [-2.166, 1.970, 0.358], [-1.092, 1.497, -1.463], [2.866, 0.189, -1.532], [-0.504, -2.371, -3.086], [-0.379, -5.339, 1.958], [-2.417, -3.698, -0.070], [-1.618, -3.903, -0.778], [-0.406, 1.044, -3.031], [0.222, -0.432, -3.893], [-0.620, -2.466, -1.209], [-1.828, 2.276, 1.363], [1.900, 0.652, -1.823], [0.509, -1.254, -3.208], [0.619, 1.871, 1.060], [-0.831, 0.637, -2.100], [-1.976, 3.808, 1.528], [0.908, 3.213, 0.501], [0.291, -3.235, 0.428], [0.493, -5.124, 1.305], [1.818, 1.645, -1.341], [-1.087, 4.558, 2.507], [0.445, -0.482, -1.444], [1.527, -1.634, -3.393], [1.378, -5.069, 1.970], [-0.226, -1.027, 4.526], [0.670, 5.049, 3.517], [2.052, -2.089, -1.101], [-2.054, -4.223, -1.721], [1.955, 4.932, 1.286], [-0.459, 1.345, 2.814], [-1.728, 0.051, -2.336], [1.869, 0.773, -2.934], [-1.451, -2.193, -3.630], [1.666, 3.281, -0.294]],
  "mulliken_charge": [0.297, -0.834, -0.815, -0.897, 0.398, 0.203, 0.371, 0.427, 0.417, 0.015, -0.158, 0.720, 0.698, 0.409, -0.609, 0.361, 0.319, 0.587, 0.084, 0.048, 0.308, -1.113, 0.349, 0.310, -1.065, 0.410, 0.623, 0.362, -0.693, -0.968, -0.822, -0.577, -1.214, -0.773, -0.582, -0.045, -1.281, 0.005, -0.116, 0.837, 0.381, 0.287, -0.437, 0.331, 0.462, 0.468, 0.395, 0.289, 0.417, 0.505, 0.400, 0.507],
  "e_homo_ha": [-0.2645, -0.2647],
  "total_charge": 0,
  "e_above_lowest_kj_mol": 496.6,
  "multiplicity": 5,
  "gap_ev": [7.61, 6.47],
  "lumo_energy_ev": [0.412, -0.736],
  "fmax_ev_per_a": 5.55
}